[1]
Molecular formula: ClH8O8
Method: DFT, the ωB97M-V functional and the def2-TZVPD basis

Positions of all 17 atoms, in Å:
Cl1 -0.77813 -0.59924 -0.62929
O1 -1.57292 -1.47266 -1.45243
O2 0.61831 -0.89582 -0.54947
O3 -0.81550 0.72510 -1.12079
O4 -1.26177 -0.58289 0.68806
O5 2.35003 -1.41989 2.13530
H1 2.70994 -2.25491 1.83624
H2 2.06481 -0.98075 1.33403
O6 1.64659 0.22223 -3.16068
H3 1.95630 1.12537 -3.09252
H4 1.54863 -0.06699 -2.25350
O7 -1.92330 -1.31233 3.37551
H5 -2.81762 -1.02350 3.19381
H6 -1.55069 -1.49637 2.51323
O8 -0.76435 3.71305 -1.06153
H7 -0.16764 3.04470 -1.39840
H8 -1.24269 3.27490 -0.35765

Frontier orbital gap   10.10 eV
HOMO energy   -6.60 eV
Total charge   -1

Here are the natural (NBO) charges for atoms 1 to 4, given in e: atom 1 (Cl): 2.613, atom 2 (O): -0.842, atom 3 (O): -0.930, atom 4 (O): -0.916

=====

[2]
Molecular formula: ClHIOPS
Method: DFT, the ωB97M-V functional and the def2-TZVPD basis

Positions of all 6 atoms, in Å:
O1 1.48266 -0.70321 0.57762
P1 -0.43349 0.15172 -0.14029
S1 -0.92089 1.59865 1.04606
Cl1 0.05000 0.51487 -2.05122
I1 -1.93258 -1.72830 -0.32667
H1 1.75429 0.16626 0.89450

Frontier orbital gap   8.25 eV
HOMO energy   -9.99 eV
Total charge   0

Here are the natural (NBO) charges for atoms 1 to 4, given in e: atom 1 (O): -0.878, atom 2 (P): 0.915, atom 3 (S): -0.368, atom 4 (Cl): -0.178

=====

[3]
Molecular formula: ClHN2O2
Method: DFT, the ωB97M-V functional and the def2-TZVPD basis

Positions of all 6 atoms, in Å:
N1 1.05627 -1.03893 0.42345
N2 1.26017 -1.73161 1.42113
O1 1.14842 -1.41435 -0.78824
O2 1.10072 -1.06485 2.64063
Cl1 -5.36647 5.14001 -4.47379
H1 0.80090 0.10973 0.77683

⟨S²⟩   2.01
2S+1   3
Frontier orbital gap (spin up / spin down)   5.62 / 7.67 eV
HOMO energy (spin up / spin down)   1.15 / -2.03 eV
Total charge   -2

Here are the natural (NBO) charges for atoms 1 to 4, given in e: atom 1 (N): -0.014, atom 2 (N): -0.192, atom 3 (O): -0.460, atom 4 (O): -0.556

=====

[4]
Molecular formula: ClHNO2S
Method: DFT, the ωB97M-V functional and the def2-TZVPD basis

Positions of all 6 atoms, in Å:
N1 -0.36435 1.49264 -0.36171
S1 -0.14338 -0.42794 0.20021
O1 -1.39998 -0.84614 0.61852
O2 1.00663 -0.53787 1.13002
Cl1 0.44485 -1.67605 -1.52086
H1 0.45623 1.99536 -0.06618

SMILES   N=[S@](=O)([O-])Cl
Frontier orbital gap (spin up / spin down)   7.55 / 7.55 eV
HOMO energy (spin up / spin down)   -3.94 / -3.94 eV
Total charge   -1

Here are the natural (NBO) charges for atoms 1 to 4, given in e: atom 1 (N): -1.026, atom 2 (S): 2.044, atom 3 (O): -0.933, atom 4 (O): -0.957

=====

[5]
Molecular formula: ClHNO2S2
Method: DFT, the ωB97M-V functional and the def2-TZVPD basis

Positions of all 7 atoms, in Å:
N1 -1.48353 0.48251 -0.92212
O1 1.74209 -1.28724 1.26544
O2 -0.44819 -0.92601 2.03322
S1 -0.02952 -0.10552 -1.05208
S2 0.70742 -0.27892 1.47880
Cl1 1.56654 1.58435 -1.10756
H1 -2.05481 0.53083 -1.69569

Frontier orbital gap   7.66 eV
HOMO energy   -4.04 eV
Total charge   -1

Here are the natural (NBO) charges for atoms 1 to 4, given in e: atom 1 (N): -1.015, atom 2 (O): -0.951, atom 3 (O): -0.938, atom 4 (S): 0.519

=====

[6]
Molecular formula: ClHNO2S2
Method: DFT, the ωB97M-V functional and the def2-TZVPD basis

Positions of all 7 atoms, in Å:
N1 -0.17896 0.33785 0.20088
O1 1.17843 -1.50922 -1.18149
O2 2.34149 -0.05192 0.41332
S1 -1.67852 0.01413 0.56293
S2 1.27335 -1.01475 0.16587
Cl1 -3.04717 1.06216 -0.70872
H1 0.11139 1.16175 0.54721

Frontier orbital gap   7.75 eV
HOMO energy   -4.26 eV
Total charge   -1

Here are the natural (NBO) charges for atoms 1 to 4, given in e: atom 1 (N): -1.042, atom 2 (O): -0.984, atom 3 (O): -1.012, atom 4 (S): 0.423

=====

[7]
Molecular formula: ClHNO3P
Method: DFT, the ωB97M-V functional and the def2-TZVPD basis

Positions of all 7 atoms, in Å:
N1 1.27369 -0.64542 0.42083
O1 1.32439 -0.26137 -0.85275
O2 -2.08709 1.08266 1.48311
O3 0.14830 -0.28936 0.92031
P1 -1.03705 0.92242 0.48156
Cl1 -1.72111 -0.05003 -1.24792
H1 2.09886 -0.75889 -1.20513

Frontier orbital gap (spin up / spin down)   8.40 / 6.33 eV
HOMO energy (spin up / spin down)   -9.50 / -9.01 eV
Total charge   0

Here are the natural (NBO) charges for atoms 1 to 4, given in e: atom 1 (N): 0.306, atom 2 (O): -0.482, atom 3 (O): -1.014, atom 4 (O): -0.489

=====

[8]
Molecular formula: ClHNP
Method: DFT, the ωB97M-V functional and the def2-TZVPD basis

Positions of all 4 atoms, in Å:
N1 -0.82626 -0.12448 0.02279
P1 0.28166 -1.11499 -0.00514
Cl1 2.29413 0.95787 -0.00093
H1 -1.74953 0.28160 -0.01672

Frontier orbital gap   7.41 eV
HOMO energy   -9.19 eV
Total charge   0

natural (NBO) charges in e: atom 1 (N): -1.104, atom 2 (P): 1.320, atom 3 (Cl): -0.667, atom 4 (H): 0.452

=====

[9]
Molecular formula: ClIO2P
Method: DFT, the ωB97M-V functional and the def2-TZVPD basis

Positions of all 5 atoms, in Å:
O1 2.40327 0.80365 -0.75052
O2 0.22497 0.55713 0.78638
P1 1.20137 0.17188 -0.24056
Cl1 1.43611 -1.76027 0.11604
I1 -5.26571 0.22761 0.08867

Frontier orbital gap   3.12 eV
HOMO energy   -3.18 eV
Total charge   -1

Here are the natural (NBO) charges for atoms 1 to 4, given in e: atom 1 (O): -0.959, atom 2 (O): -0.913, atom 3 (P): 2.113, atom 4 (Cl): -0.241

=====

[10]
Molecular formula: ClKLi
Method: DFT, the ωB97M-V functional and the def2-TZVPD basis

Positions of all 3 atoms, in Å:
Li1 -0.96916 -1.37344 0.38711
K1 0.27634 1.97382 0.48610
Cl1 0.69282 -0.60038 -0.87321

Frontier orbital gap   9.15 eV
HOMO energy   -13.89 eV
Total charge   +1

natural (NBO) charges in e: atom 1 (Li): 0.950, atom 2 (K): 0.986, atom 3 (Cl): -0.937

=====

[11]
Molecular formula: ClLi
Method: DFT, the ωB97M-V functional and the def2-TZVPD basis

Positions of all 2 atoms, in Å:
Li1 0.00000 0.00000 -3.35000
Cl1 0.00000 0.00000 3.35000

Frontier orbital gap   2.24 eV
HOMO energy   -5.87 eV
Total charge   0

natural (NBO) charges in e: atom 1 (Li): 0.914, atom 2 (Cl): -0.914

=====

[12]
Molecular formula: ClLi3
Method: DFT, the ωB97M-V functional and the def2-TZVPD basis

Positions of all 4 atoms, in Å:
Li1 1.55334 -1.09139 -0.63052
Li2 -1.17160 -0.29986 1.41708
Li3 0.44499 1.49520 0.13176
Cl1 -0.82672 -0.10395 -0.91833

⟨S²⟩   0.75
2S+1   2
Frontier orbital gap (spin up / spin down)   4.79 / 11.19 eV
HOMO energy (spin up / spin down)   -9.15 / -15.56 eV
Total charge   +1

Löwdin charges in e: atom 1 (Li): 0.568, atom 2 (Li): 0.531, atom 3 (Li): 0.422, atom 4 (Cl): -0.522

=====

[13]
Molecular formula: ClMg3
Method: DFT, the ωB97M-V functional and the def2-TZVPD basis

Positions of all 4 atoms, in Å:
Mg1 -17.17980 24.29661 15.75390
Mg2 -18.05374 22.88558 19.76270
Mg3 -14.33336 23.15585 18.79057
Cl1 -16.45112 22.80306 18.19470

Frontier orbital gap   11.82 eV
HOMO energy   -36.63 eV
Total charge   +5

natural (NBO) charges in e: atom 1 (Mg): 1.986, atom 2 (Mg): 1.963, atom 3 (Mg): 1.962, atom 4 (Cl): -0.912

=====

[14]
Molecular formula: ClMn2O4
Method: DFT, the ωB97M-V functional and the def2-TZVPD basis

Positions of all 7 atoms, in Å:
Mn1 0.47509 3.42724 0.42351
Mn2 0.65812 -3.18853 0.44260
Cl1 -0.25616 -0.03120 -0.19097
O1 0.67240 -1.02603 0.42784
O2 -1.42185 -0.06184 0.61363
O3 0.43725 1.23095 -0.17953
O4 -0.56486 -0.35060 -1.53708

⟨S²⟩   30.00
2S+1   11
Frontier orbital gap (spin up / spin down)   7.19 / 7.21 eV
HOMO energy (spin up / spin down)   -22.56 / -22.54 eV
Total charge   +3

Here are the natural (NBO) charges for atoms 1 to 4, given in e: atom 1 (Mn): 1.939, atom 2 (Mn): 1.911, atom 3 (Cl): 2.553, atom 4 (O): -1.008

=====

[15]
Molecular formula: ClN2O2
Method: DFT, the ωB97M-V functional and the def2-TZVPD basis

Positions of all 5 atoms, in Å:
N1 -0.39952 0.19637 0.28357
N2 -0.59519 -0.87134 -0.13893
O1 -0.52881 -2.03876 0.20654
O2 -0.51752 1.34118 0.01690
Cl1 3.34622 0.93366 -0.16530

Frontier orbital gap (spin up / spin down)   5.28 / 5.27 eV
HOMO energy (spin up / spin down)   -3.61 / -3.61 eV
Total charge   -1

Here are the natural (NBO) charges for atoms 1 to 4, given in e: atom 1 (N): 0.378, atom 2 (N): 0.299, atom 3 (O): -0.388, atom 4 (O): -0.295

=====

[16]
Molecular formula: ClN3O13
Method: DFT, the ωB97M-V functional and the def2-TZVPD basis

Positions of all 17 atoms, in Å:
N1 18.85230 -17.77098 14.96077
O1 18.13963 -17.06848 15.62637
O2 18.43746 -18.96988 14.91920
O3 19.94644 -17.29706 14.47753
N2 18.90311 -22.54754 22.58760
O4 19.27522 -23.59562 22.83667
O5 18.96261 -21.66729 23.36848
O6 19.14654 -22.23029 21.49567
N3 20.27025 -21.29740 16.67915
O7 19.95853 -21.41946 15.47627
O8 20.85055 -20.25921 16.99915
O9 19.65208 -22.08542 17.52306
Cl1 17.09224 -20.24343 18.41537
O10 17.16033 -18.84993 18.57231
O11 15.78518 -20.48018 18.83787
O12 17.14273 -20.46338 17.07178
O13 17.93131 -20.83575 19.27835

⟨S²⟩   0.76
2S+1   2
Frontier orbital gap (spin up / spin down)   6.80 / 3.22 eV
HOMO energy (spin up / spin down)   1.29 / 1.29 eV
Total charge   -3

Here are the natural (NBO) charges for atoms 1 to 4, given in e: atom 1 (N): 0.699, atom 2 (O): -0.496, atom 3 (O): -0.519, atom 4 (O): -0.626

=====

[17]
Molecular formula: ClN3O13Tl
Method: DFT, the ωB97M-V functional and the def2-TZVPD basis

Positions of all 18 atoms, in Å:
Tl1 -0.11813 -0.37085 -1.59756
N1 2.50964 2.77924 -0.53921
O1 3.51550 2.88556 -1.18509
O2 1.75499 1.85543 -1.00541
O3 2.36820 3.42630 0.38879
N2 2.14848 -3.23270 -0.40733
O4 3.11662 -3.88707 -0.55474
O5 2.18788 -2.00056 -0.73218
O6 1.01865 -3.75331 -0.35526
N3 -4.04210 -0.50836 -1.40383
O7 -5.01842 -0.86134 -2.10985
O8 -2.93903 -0.79923 -1.87956
O9 -4.25313 0.11974 -0.49922
Cl1 -0.46567 0.92918 2.40908
O10 -1.84103 0.99448 2.26730
O11 -0.24914 -0.23994 3.19961
O12 0.17488 0.50046 1.21772
O13 0.13182 2.16295 2.78674

Frontier orbital gap   2.31 eV
HOMO energy   -6.49 eV
Total charge   -1

Here are the natural (NBO) charges for atoms 1 to 4, given in e: atom 1 (Tl): 0.970, atom 2 (N): 0.728, atom 3 (O): -0.343, atom 4 (O): -0.410

=====

[18]
Molecular formula: ClN3O2
Method: DFT, the ωB97M-V functional and the def2-TZVPD basis

Positions of all 6 atoms, in Å:
N1 0.77000 -0.81414 -0.21670
N2 1.12455 0.22313 -0.04309
O1 1.41498 1.32246 0.14155
O2 -1.98695 -1.06457 0.33576
N3 -1.45875 -0.33291 -0.36957
Cl1 -1.52552 1.37285 0.13463

SMILES   N#[N+][O-].O=NCl
Frontier orbital gap   9.72 eV
HOMO energy   -10.52 eV
Total charge   0

Here are the natural (NBO) charges for atoms 1 to 4, given in e: atom 1 (N): -0.099, atom 2 (N): 0.442, atom 3 (O): -0.315, atom 4 (O): -0.187

=====

[19]
Molecular formula: ClNO4S
Method: DFT, the ωB97M-V functional and the def2-TZVPD basis

Positions of all 7 atoms, in Å:
N1 1.37023 0.96454 0.97667
O1 0.36138 0.34459 1.17520
O2 2.12339 0.79563 0.03151
O3 -1.14991 -1.63316 -0.35623
O4 -2.40465 0.37934 -0.70617
S1 -1.86875 -0.56523 0.25210
Cl1 1.56831 -0.28572 -1.37309

Frontier orbital gap (spin up / spin down)   9.39 / 9.39 eV
HOMO energy (spin up / spin down)   -11.45 / -11.45 eV
Total charge   0

Here are the natural (NBO) charges for atoms 1 to 4, given in e: atom 1 (N): 0.457, atom 2 (O): -0.350, atom 3 (O): -0.209, atom 4 (O): -0.840

=====

[20]
Molecular formula: ClNaO4
Method: DFT, the ωB97M-V functional and the def2-TZVPD basis

Positions of all 6 atoms, in Å:
Na1 -1.34455 -1.06632 -1.56152
Cl1 0.28829 0.20890 0.33625
O1 1.05792 0.43051 1.49518
O2 0.92855 -0.73232 -0.56217
O3 -1.02286 -0.30966 0.68045
O4 0.09266 1.46889 -0.38819

Frontier orbital gap   8.77 eV
HOMO energy   -10.15 eV
Total charge   0

Here are the natural (NBO) charges for atoms 1 to 4, given in e: atom 1 (Na): 0.980, atom 2 (Cl): 2.529, atom 3 (O): -0.799, atom 4 (O): -0.914

=====

Number 1: calculated total energy -29027.4218 eV. Number 2: calculated total energy -42810.8663 eV. Number 3: calculated total energy -19608.2035 eV. Number 4: calculated total energy -28958.1463 eV. Number 5: calculated total energy -39794.9967 eV. Number 6: calculated total energy -39795.3803 eV. Number 7: calculated total energy -29456.8125 eV. Number 8: calculated total energy -23316.0131 eV. Number 9: calculated total energy -34009.9885 eV. Number 10: calculated total energy -29048.9788 eV. Number 11: calculated total energy -12724.5158 eV. Number 12: calculated total energy -13132.5937 eV. Number 13: calculated total energy -28780.8450 eV. Number 14: calculated total energy -83308.0476 eV. Number 15: calculated total energy -19593.8898 eV. Number 16: calculated total energy -43583.3286 eV. Number 17: calculated total energy -48279.2683 eV. Number 18: calculated total energy -21082.8637 eV. Number 19: calculated total energy -33032.4534 eV. Number 20: calculated total energy -25122.2199 eV.